Entry from OMol25: a 2-piece molecular cluster, C2H10N2S overall (ωB97M-V with the def2-TZVPD basis set).

Geometry as XYZ:
```
15
Properties=species:S:1:pos:R:3:forces:R:3
C 3.941 0.805 0.308 -0.3 -0.3 -0.2
S 2.266 0.105 0.124 0.2 0.0 0.1
H 4.356 0.412 1.228 0.0 0.1 0.2
H 3.870 1.882 0.343 0.1 0.2 0.1
H 4.587 0.491 -0.504 0.0 0.0 -0.2
H 1.866 0.967 -0.809 -0.1 0.0 -0.1
N -1.682 -0.428 -1.275 0.2 0.2 -0.1
C -2.758 -0.597 -0.319 -0.1 -0.3 -0.2
N -2.355 -0.414 1.067 0.1 0.0 0.2
H -0.894 -1.022 -1.041 -0.1 -0.1 0.0
H -1.324 0.520 -1.205 -0.1 0.0 0.0
H -3.192 -1.594 -0.485 0.0 0.2 0.0
H -3.518 0.142 -0.568 -0.1 0.0 0.1
H -2.103 -1.295 1.496 0.0 0.1 0.1
H -3.060 0.027 1.641 -0.1 0.0 -0.1
```
Positions in Å, forces in eV/Å.

Values from the calculation:
DFT total energy	-16051.234	eV
LUMO energy	1.0459	eV
structure (SMILES)	NCN.CS
max |F|	0.5	eV/A
orbital gap	0.3711	Eh
charge	0
multiplicity	1